# 1
DFT (the ωB97M-V functional and the def2-TZVPD basis) results for a 6-piece molecular cluster, C19H37IN2O16SSi overall in a non-equilibrium geometry.

```
77
Properties=species:S:1:pos:R:3:forces:R:3
C -0.7993 7.4309 3.1282 0.011 -0.970 0.599
H -0.0465 9.7178 1.7088 0.397 -0.042 -0.052
H -2.3948 -7.2914 -10.0221 -0.112 -0.084 0.150
O -2.4729 1.0501 -0.5786 0.181 -0.077 -0.335
H -1.2001 -5.1383 1.9238 0.160 0.100 -0.071
N 1.5389 1.7898 2.4941 3.759 3.835 4.070
O -0.4464 0.2479 -1.2156 -0.438 0.217 -0.377
C 0.4253 6.5950 3.7451 0.563 1.097 0.520
O -0.8117 -2.4983 1.8522 0.042 -0.313 0.457
H 0.0296 -5.9859 2.8738 -0.026 0.244 0.192
H 4.0339 4.3564 3.8562 0.743 0.439 -0.076
C -0.9136 -0.6319 3.7371 -0.091 0.494 -0.077
H -2.6711 -8.6701 -2.9019 0.142 0.129 -0.048
N 0.5008 2.6038 2.8778 1.140 3.297 2.309
H -0.8161 -0.6607 0.6202 0.044 0.216 -0.086
H -1.6350 -5.1269 -4.7215 0.071 -0.208 -0.397
H -3.2297 2.4387 -2.7218 -0.057 -0.171 0.097
O -2.0669 -5.5256 -0.7645 0.050 -0.444 -0.297
H -3.3815 -4.0929 -1.5074 0.166 -0.070 -0.110
C -2.3806 -4.1685 -1.0767 -0.137 0.593 0.010
H -3.1289 -5.9938 -5.0840 0.095 0.133 -0.206
O -0.5986 -1.9886 4.0552 0.028 -0.417 -0.316
H -1.2952 -8.6708 -9.8681 0.096 0.137 0.251
H 6.8592 9.2124 2.5465 -0.043 -0.041 0.193
S -0.1759 4.9283 4.3879 1.641 -0.675 -0.678
C -0.2269 -5.0342 2.4081 -0.004 -0.384 -0.318
C -2.2972 -5.4428 -5.5217 -0.204 0.575 -0.075
C -2.0462 -8.0760 -9.3473 -0.103 -0.182 -0.328
H 3.7086 1.9692 3.1211 -1.547 0.826 0.232
I 1.2169 7.1049 0.0396 -0.267 0.276 0.449
O 7.0231 7.2476 3.2097 -0.370 -0.161 0.107
O -3.4094 -6.5177 -7.6841 0.371 -0.129 -0.005
O -0.2780 -4.0444 3.4340 -0.084 0.503 -0.061
O -1.5476 -6.2793 -6.4061 -0.136 -0.290 -0.565
H 0.8805 -0.3682 0.2168 -0.106 0.062 -0.281
H -0.1343 0.9980 0.7018 -0.121 -0.109 -0.093
C 4.1452 5.4265 3.9463 0.171 0.070 0.088
C -0.1257 0.0484 0.1634 0.027 -0.021 0.512
C -3.1022 1.4339 -3.1300 -0.315 0.140 -0.173
H 0.7941 7.1784 4.6618 -0.381 -1.038 -1.312
H 7.4213 9.0098 4.2411 -0.152 -0.002 -0.134
H -1.6730 8.3482 0.7103 0.031 -0.048 -0.130
H -2.8702 -8.7331 -9.0609 -0.021 0.199 -0.040
H 3.4134 5.9081 3.2938 0.107 0.046 0.113
C -2.0541 -6.3490 -1.8232 0.031 -0.019 0.385
O -1.4293 -7.5099 -8.1932 -0.116 0.151 0.189
H 8.4952 8.6264 2.8864 -0.134 -0.279 0.011
H -1.4416 -9.5208 -1.9533 -0.024 0.243 0.190
H -0.1689 -0.2124 3.0579 -0.162 -0.081 -0.016
H 3.9766 5.7051 4.9893 -0.065 0.104 -0.137
C -1.6670 0.7603 -1.4281 0.320 -0.125 0.094
H -2.3614 -3.5987 -0.1471 0.125 -0.284 0.022
H -0.9258 -8.3228 -3.1509 -0.194 0.065 -0.008
H -1.9144 -0.5591 3.3059 0.166 -0.027 -0.098
O -1.8366 0.8950 -2.7548 0.088 -0.055 0.242
H 0.5450 -4.7897 1.6751 -0.194 0.060 -0.012
H -3.1273 1.4974 -4.2183 0.255 -0.112 0.118
H 1.3255 6.4935 3.0477 -1.476 -0.138 0.845
H -2.6554 -4.5527 -6.0456 -0.085 -0.197 -0.116
C -2.2480 -6.7448 -7.4506 0.178 0.128 0.262
O 2.3518 3.4846 3.9678 -2.991 -2.568 -2.152
Si -0.4091 8.3124 1.4656 -0.612 -0.331 0.399
H -1.6696 6.6993 2.9411 1.213 1.230 0.247
H -3.9124 0.7786 -2.8031 0.073 0.153 0.111
H -0.8950 -0.0597 4.6650 0.069 -0.288 0.016
C 5.7537 7.0726 3.6099 0.147 -0.119 -0.072
C 2.6490 2.3635 3.1763 -2.342 -1.289 -1.327
O -2.2795 -6.0372 -2.9683 0.040 -0.346 1.169
H -1.6354 -3.7468 -1.7546 -0.148 -0.094 -0.032
C -0.5857 -2.8126 2.9973 0.042 -0.047 0.350
C -1.6974 -8.5683 -2.4180 0.048 -0.373 -0.290
O 5.4740 5.7612 3.5457 0.177 0.530 -0.001
O 4.9962 7.9418 3.9650 0.219 -0.288 -0.114
O -1.7471 -7.5810 -1.3887 -0.083 0.421 -0.050
C 0.9503 3.6410 3.7366 -0.459 -2.960 -2.695
H -1.1312 8.2227 3.8953 0.363 -1.219 -1.213
C 7.4598 8.6055 3.2273 0.209 0.403 -0.023
```
Forces are in eV/Å.

## Properties
- energy (hartree) = -3044.8427
- F_max (eV/A) = 6.7
- SMILES = I[SiH2]CCSc1nnco1.COC(=O)OC.COC(=O)OC.COC(=O)OC.COC(=O)OC.COC(=O)OC
- E_LUMO (eV) = -0.199

---

# 2
DFT (the ωB97M-V functional and the def2-TZVPD basis) results for CH22LiO14 as an isolated structure in a non-equilibrium geometry.

```
38
Properties=species:S:1:pos:R:3:forces:R:3
H -6.0887 19.5288 -6.2974 0.302 0.232 -0.878
C -4.5550 21.2509 -7.4358 0.768 -6.070 -2.332
O -7.3487 21.8461 -6.6505 -0.544 1.866 -1.690
H -3.6960 20.0372 -9.9763 -0.531 0.075 -0.062
H -3.4953 20.8262 -3.6219 0.171 -0.077 -0.274
H -3.0555 20.2314 -8.5641 0.055 -0.461 -0.452
O -5.6039 20.4484 -7.9186 1.057 3.450 0.430
O -4.2323 21.2304 -4.0830 -0.364 0.334 0.968
H -6.3860 19.1219 -8.2838 -0.447 -1.122 -0.317
Li -5.8544 21.8056 -9.2317 0.323 -0.509 0.489
H -6.6697 21.3058 -7.1080 -0.463 -0.461 0.433
H -2.7817 24.1393 -6.3728 0.030 -0.177 0.334
O -5.3900 24.6736 -7.3366 -0.563 0.005 -0.227
O -6.8210 18.3138 -8.6547 0.000 0.498 -0.546
O -4.2688 22.2552 -8.1620 -1.853 0.767 0.585
O -3.7426 20.5732 -6.7377 -1.270 2.809 -0.021
H -4.8228 24.0613 -10.3059 -1.636 0.262 -0.844
H -1.4948 21.7261 -9.2167 0.460 -1.128 -1.210
H -6.2701 18.1027 -9.4232 -0.075 -0.137 0.449
H -4.1585 20.9998 -5.0084 0.213 -0.282 -0.084
O -1.7628 22.3033 -8.5358 0.014 1.313 1.056
H -2.7384 22.2836 -8.5320 0.759 -0.114 0.130
H -7.5432 22.5216 -7.3704 -0.037 -0.938 1.680
H -5.9296 24.4220 -8.1046 0.423 0.257 0.514
O -4.0240 18.0042 -7.6242 -2.250 -1.038 -0.416
H -3.1688 22.7205 -6.4556 0.017 -1.373 -0.860
O -2.9805 23.3709 -5.8129 0.358 1.854 0.736
H -4.4509 18.8584 -7.4669 0.540 -0.369 0.064
O -2.9509 19.8088 -9.4353 1.065 0.154 -0.074
H -5.1731 18.7851 -5.2693 -1.275 0.602 -0.560
O -1.5315 19.7712 -5.6094 -0.730 -0.571 -0.209
O -6.0852 19.1276 -5.4455 0.702 -1.171 1.833
O -3.9430 24.2203 -10.0403 1.198 -0.349 0.276
H -3.1253 18.0558 -7.4026 1.810 0.510 0.497
H -5.1023 23.8338 -6.9470 -0.015 0.308 0.045
H -1.1522 20.6308 -5.5844 1.228 1.139 0.319
H -2.3568 20.0668 -6.0412 0.081 -0.701 0.154
H -3.8279 23.4989 -9.4001 0.483 0.615 0.064
```
Forces are in eV/Å.

## Properties
- energy relative to the best compared isomer or geometry (same formula, charge and spin) (kcal per mole) = 42.3
- energy (hartree) = -1112.3000
- charge = -1
- F_max (eV/A) = 6.5
- E_LUMO (eV) = 0.667

---

# 3
DFT (the ωB97M-V functional and the def2-TZVPD basis) results for a 2-piece molecular cluster, C2H5ClOS overall in a non-equilibrium geometry.

```
10
Properties=species:S:1:pos:R:3:forces:R:3
Cl -4.0972 0.1057 0.1599 0.035 -0.032 0.011
H -0.0966 0.3599 -1.3970 -0.137 0.341 -0.054
H -3.7126 1.2025 -0.3716 -0.007 0.038 -0.014
O 1.7366 0.0829 1.4256 1.056 0.208 0.405
H 1.7190 0.2774 -1.3008 0.171 0.092 -0.164
C 0.6892 -0.1871 0.6005 -1.027 0.361 0.785
H 2.5718 -0.1335 0.9876 -0.139 0.080 0.131
S 0.6625 -1.7420 -0.3470 -0.021 -3.027 0.147
C 0.7707 -0.0100 -0.8651 0.104 1.845 -1.092
H -0.2434 0.0442 1.1077 -0.035 0.095 -0.155
```
Forces are in eV/Å.

## Properties
- energy relative to the best compared isomer or geometry (same formula, charge and spin) (kcal per mole) = 43.5
- energy (hartree) = -1012.6159
- expectation value of S² = 2.004
- F_max (eV/A) = 3.0
- E_LUMO (spin up / spin down) (eV) = 0.697 / -2.736
- 2S+1 = 3

---

# 4
DFT (the ωB97M-V functional and the def2-TZVPD basis) results for an isolated ion of composition C8H10ClN4 and charge +1 in a non-equilibrium geometry.

```
23
Properties=species:S:1:pos:R:3:forces:R:3
C -0.7453 1.4025 -1.2714 -5.450 1.378 2.330
N 2.4942 0.5856 -0.9878 3.233 0.782 -1.535
N 0.3792 -1.6443 0.4747 -0.217 -1.302 0.491
C -1.2789 1.6345 1.5727 2.951 -1.453 -1.086
C -0.7659 -3.6363 0.7886 1.229 2.349 -1.852
H -1.0060 -4.3758 1.4717 -0.345 -1.487 1.091
H -3.0539 2.4498 1.0873 -3.194 1.374 0.859
H 0.5338 0.4909 1.6825 0.456 0.072 0.353
Cl 2.5224 -2.2605 -1.1149 -0.237 0.047 0.552
H 3.1922 0.8343 -0.2185 -1.782 0.718 -0.049
H -1.3540 1.7655 2.6109 -0.192 0.033 1.214
H -0.7965 1.3779 -2.3163 0.859 -0.381 -1.310
H -2.8304 2.1397 -1.3136 -0.333 0.336 -0.700
C -2.0209 1.8753 -0.6793 2.106 -0.223 0.044
H 3.0933 -0.2559 -1.3042 -1.309 0.798 -0.429
H 2.5265 1.3048 -1.7901 -0.097 -1.137 1.666
N 1.2031 0.0933 -0.7783 0.626 -2.433 0.264
C 0.0715 0.8873 -0.3349 2.131 -0.230 0.627
C -2.2347 2.0164 0.7040 2.050 -0.784 -3.044
N 0.1164 -2.7889 1.1732 -0.121 0.004 -0.452
C 1.3091 -1.2899 -0.2619 -1.324 0.808 -0.755
C -0.1368 1.0019 1.0267 -1.046 0.646 1.032
H -1.2184 -3.6082 -0.2211 0.005 0.084 0.688
```
Forces are in eV/Å.

## Properties
- energy relative to the best compared isomer or geometry (same formula, charge and spin) (kcal per mole) = 80.6
- energy (hartree) = -989.6510
- charge = +1
- F_max (eV/A) = 6.1
- SMILES = C=N/N=C(\Cl)N([NH3+])c1ccccc1
- E_LUMO (eV) = -3.645

---

# 5
DFT (the ωB97M-V functional and the def2-TZVPD basis) results for C10H18F12O20P2S4Zn as an isolated structure in a non-equilibrium geometry.

```
67
Properties=species:S:1:pos:R:3:forces:R:3
O -3.4841 1.5919 2.0252 0.107 0.101 -1.953
H -0.2396 -4.8721 2.5363 -0.139 0.670 0.658
H -2.3103 -4.8066 -0.7846 0.192 -1.000 1.487
H -1.6241 -3.4772 -1.2007 0.433 0.508 -0.135
H 1.9993 -1.4515 3.2206 -0.488 0.447 -0.418
O 1.5398 0.6772 3.3072 0.366 -0.570 -0.633
C 2.4085 -0.4784 3.4920 0.444 0.445 0.958
H -1.3785 3.2213 2.7022 0.286 0.457 -0.425
F -2.9578 2.5237 -1.6531 -0.436 0.256 0.109
S -3.2122 1.2057 0.6295 -1.509 -3.464 0.159
S 0.7074 2.5496 -2.7345 0.341 -0.780 1.568
O -0.3476 -1.2796 0.4674 0.210 -3.010 2.203
C -1.9938 -1.2749 3.1490 0.624 0.267 -0.112
O 0.8756 1.9936 -4.0741 -0.747 0.910 0.451
F -0.5775 4.5937 -1.6090 -0.211 0.274 -0.566
O -0.1990 1.8772 -1.7961 0.502 2.858 -2.484
H 3.1528 2.7085 0.1797 -0.057 0.181 -0.269
O 2.5920 -0.1048 -3.5735 0.532 -1.814 2.132
O -4.0152 0.0363 0.0971 1.959 3.178 1.362
Zn -0.2918 0.3716 -0.5969 0.398 -1.474 -0.486
C 3.9659 -1.5323 -1.6630 -3.572 2.486 0.642
P 1.5288 1.6703 2.0710 -1.273 0.161 -0.705
S 2.2473 -1.0348 -2.4604 -1.431 0.315 -3.117
F -2.2555 -2.2993 -5.2631 -0.418 0.186 -0.258
F -4.9965 2.4649 -0.8545 0.668 0.557 0.003
F -3.4745 3.8680 0.0295 -0.559 -1.975 -1.048
H 2.5841 -0.4822 4.5677 -0.182 -0.139 0.047
H 4.5485 3.2267 1.0514 -0.115 0.106 0.709
C 0.1073 4.4287 -2.7195 1.530 -0.463 -0.996
H 1.0467 -5.4838 1.7320 0.975 0.336 -0.145
O -2.5351 0.7034 -3.7266 2.409 -3.368 0.476
H -1.5516 -0.3458 3.5087 0.011 0.008 -0.173
O -0.9103 -2.1962 2.8551 0.871 -0.671 -1.018
H -0.8190 1.7173 3.1368 -0.431 -0.105 1.081
F 4.5205 -2.3996 -2.4141 1.113 -2.065 -0.661
O 1.5731 -2.2633 -2.8591 1.567 -0.051 0.194
C 3.4661 3.1293 1.1352 -0.679 0.781 -1.767
C -3.7022 2.6016 -0.5735 0.595 0.682 1.661
H -2.5393 -1.7114 3.9856 -0.350 -0.065 -0.491
O -0.3774 -0.2858 -4.5183 -1.636 -0.540 1.409
H -2.5263 -1.0810 2.2178 -0.539 -0.024 0.462
O -1.6605 -3.4603 0.8005 0.626 -0.801 0.745
C 0.7759 -4.5767 2.2723 -0.511 -0.219 -0.385
C -0.5587 2.7685 3.2600 -2.960 -1.030 -0.110
H -0.6240 3.2119 4.2536 0.422 -0.530 0.205
H 3.4096 -0.3676 3.0753 -0.274 0.317 -0.548
O -1.7488 0.9915 0.4415 -2.154 1.518 0.728
O 3.0454 2.2822 2.1505 -1.926 -2.544 0.856
F -3.5934 -2.0390 -3.5211 1.161 -0.280 -0.547
F -0.5671 4.6564 -3.8512 -0.197 -0.066 1.060
O 0.6634 2.9223 2.6811 3.896 -0.471 -1.928
P -0.4945 -2.4886 1.3385 -1.010 0.468 -1.547
H -0.4392 -4.5105 -0.6796 -0.121 -0.737 0.837
F 1.1633 5.3175 -2.7246 -1.134 -1.415 0.222
H 2.9008 4.0418 1.3245 0.693 0.599 -0.503
H 1.4260 -4.2890 3.0986 -0.224 -0.657 0.120
O 0.7899 -3.4466 1.3849 -0.653 0.946 0.142
O 1.4003 -0.3733 -1.4861 1.756 0.606 1.232
F 4.7049 -0.4584 -1.6025 1.277 1.499 -0.384
C -2.2861 -2.0519 -3.9607 -1.383 2.013 -0.069
F 3.8225 -1.8819 -0.3742 -0.111 -1.266 -0.043
S -1.4947 -0.3993 -3.5433 -1.449 4.208 -4.300
O 2.0512 2.5890 -2.1484 0.085 0.568 -0.279
O 0.9528 1.0682 0.7782 2.971 2.538 4.027
F -1.6473 -3.0032 -3.3717 0.728 -1.510 0.984
O -1.0761 -0.5768 -2.1925 -0.416 -1.168 1.540
C -1.4604 -4.2261 -0.4258 -0.455 2.826 -1.964
```
Forces are in eV/Å.

## Properties
- energy (hartree) = -7150.0108
- expectation value of S² = 0.762
- charge = -1
- F_max (eV/A) = 6.2
- E_LUMO (spin up / spin down) (eV) = 2.014 / -2.247
- 2S+1 = 2

---

# 6
DFT (the ωB97M-V functional and the def2-TZVPD basis) results for a 2-piece molecular cluster, C2H7NS overall in a non-equilibrium geometry.

```
11
Properties=species:S:1:pos:R:3:forces:R:3
H -0.6665 2.4278 -0.9317 0.008 0.015 0.090
H 0.2668 1.5977 -2.1702 0.089 -0.002 -0.084
H 0.8397 1.5851 -0.4976 -0.020 0.061 -0.035
C -0.0466 1.5571 -1.1322 -0.091 -0.163 0.057
S -0.9708 0.0093 -0.8504 0.244 -0.096 0.408
H -0.3629 -0.3102 0.4647 -0.921 0.436 -1.387
C 1.4777 -1.2936 1.3589 0.132 0.032 0.046
H 2.2627 -1.5035 2.0782 0.137 -0.063 0.036
H 0.4149 -0.2361 2.5869 0.052 -0.295 -0.214
H 1.5844 -1.6587 0.3394 -0.048 -0.084 0.003
N 0.4526 -0.6198 1.6370 0.419 0.160 1.081
```
Forces are in eV/Å.

## Properties
- energy relative to the best compared isomer or geometry (same formula, charge and spin) (kcal per mole) = 29.5
- energy (hartree) = -533.2835
- F_max (eV/A) = 1.7
- SMILES = C=N.CS
- E_LUMO (eV) = 0.569

---

F_max of number 6 (C2H7NS)? 1.7 eV/A